(1)
{"formula": "C54H57N5O3Sc", "method": "ωB97M-V/def2-TZVPD", "symbols": ["Sc", "C", "C", "C", "C", "C", "C", "C", "N", "C", "C", "C", "C", "C", "C", "C", "N", "C", "C", "C", "C", "H", "H", "H", "H", "H", "H", "H", "H", "H", "H", "H", "H", "H", "H", "H", "H", "H", "H", "H", "H", "H", "H", "H", "H", "C", "C", "C", "C", "C", "C", "C", "N", "C", "N", "C", "C", "C", "C", "C", "C", "C", "N", "C", "C", "C", "C", "C", "C", "C", "H", "H", "H", "H", "H", "H", "H", "H", "H", "H", "H", "H", "H", "H", "H", "H", "H", "H", "H", "H", "H", "H", "O", "C", "C", "O", "O", "C", "C", "C", "C", "C", "C", "C", "C", "C", "C", "C", "C", "H", "H", "H", "H", "H", "H", "H", "H", "H", "H", "H"], "coordinates": [[-1.42253, 0.46145, -0.18180], [3.05281, -4.85721, 1.84407], [3.37276, -3.91117, 0.68263], [3.49286, -4.73453, -0.60620], [4.70429, -3.19794, 0.96432], [2.30320, -2.83338, 0.53280], [1.48865, -2.44672, 1.59230], [0.52701, -1.48147, 1.38756], [0.36171, -0.86224, 0.21573], [1.18012, -1.16566, -0.80465], [2.13300, -2.15595, -0.67394], [1.01111, -0.35321, -2.04786], [1.91075, -0.40540, -3.09025], [1.75185, 0.41191, -4.20956], [0.64726, 1.25151, -4.21864], [-0.21504, 1.24764, -3.13823], [-0.03743, 0.48062, -2.07054], [2.75585, 0.34376, -5.35760], [2.68298, -1.05736, -5.98223], [4.17088, 0.58615, -4.81659], [2.45840, 1.38889, -6.43128], [3.77732, -5.67191, 1.85864], [2.05790, -5.29777, 1.74598], [3.11353, -4.35947, 2.81323], [4.14764, -5.58958, -0.43311], [3.93164, -4.15984, -1.42363], [2.52296, -5.11453, -0.93545], [5.50128, -3.93242, 1.09889], [4.64492, -2.59338, 1.87182], [4.98332, -2.54443, 0.13471], [1.56064, -2.91261, 2.56428], [-0.15765, -1.20220, 2.18005], [2.74331, -2.42025, -1.52428], [2.75733, -1.07519, -3.03625], [0.44556, 1.91768, -5.04418], [-1.08848, 1.89023, -3.13485], [2.94575, -1.83341, -5.26001], [3.38246, -1.12739, -6.81742], [1.68042, -1.27214, -6.35666], [4.44583, -0.12758, -4.03752], [4.26714, 1.59480, -4.40557], [4.89423, 0.48165, -5.62750], [1.49309, 1.22001, -6.91374], [3.22362, 1.33635, -7.20699], [2.46965, 2.40206, -6.02199], [3.77828, 3.93610, 3.19928], [2.49359, 4.46664, 3.77553], [2.49233, 5.34060, 4.85633], [1.31223, 5.83437, 5.39406], [0.10124, 5.47164, 4.82605], [0.07336, 4.61485, 3.73529], [1.26235, 4.09882, 3.22788], [1.28684, 3.21400, 2.10474], [0.26082, 2.39116, 1.71998], [-0.44134, 1.85043, 2.74319], [-1.82592, 1.49303, 2.75706], [-2.51270, 1.24524, 1.57921], [-3.89117, 1.01471, 1.71114], [-4.53056, 0.99903, 2.93533], [-3.77839, 1.18922, 4.09561], [-2.41779, 1.43493, 4.03500], [-1.62154, 1.64838, 5.29993], [0.02752, 2.10684, 0.46763], [0.76152, 2.89426, -0.48634], [2.05718, 2.53632, -0.83306], [2.75677, 3.25815, -1.79097], [2.15099, 4.34446, -2.40614], [0.85826, 4.70347, -2.04773], [0.14266, 3.99365, -1.08544], [-1.24804, 4.41881, -0.69033], [4.62754, 4.23372, 3.81138], [3.96090, 4.31781, 2.18965], [3.76730, 2.84581, 3.13601], [3.44214, 5.63010, 5.29118], [1.33948, 6.50498, 6.24256], [-0.82884, 5.86378, 5.21688], [-0.87519, 4.36740, 3.27447], [1.96809, 3.42062, 1.38968], [-0.05638, 2.07850, 3.64573], [-4.48020, 0.80443, 0.82208], [-5.59826, 0.82496, 2.99923], [-4.25835, 1.14842, 5.06728], [-2.22325, 1.39968, 6.17263], [-1.29724, 2.68733, 5.41830], [-0.72472, 1.02157, 5.33819], [2.51085, 1.67609, -0.35075], [3.76623, 2.96888, -2.05557], [2.68430, 4.91606, -3.15478], [0.38827, 5.55726, -2.52308], [-1.66431, 5.10996, -1.42247], [-1.24673, 4.91906, 0.28230], [-1.93533, 3.57875, -0.58595], [-2.56331, -1.65949, 0.84490], [-3.15074, -2.38997, -0.27225], [-2.38660, -1.69316, -1.41263], [-1.56262, -2.24849, -2.09031], [-2.64611, -0.37839, -1.43962], [-2.81721, -3.86750, -0.20289], [-3.72018, -4.83162, -0.63100], [-3.38142, -6.17923, -0.60092], [-2.14085, -6.57976, -0.13238], [-1.23344, -5.62004, 0.30330], [-1.57030, -4.27696, 0.26287], [-4.64713, -2.11151, -0.34179], [-5.41356, -2.11550, 0.81747], [-6.78370, -1.90267, 0.76375], [-7.40581, -1.69587, -0.45877], [-6.65057, -1.70798, -1.62332], [-5.27976, -1.91483, -1.56316], [-3.10157, -1.78772, 1.63479], [-4.69916, -4.54266, -0.99222], [-4.09872, -6.91504, -0.94081], [-1.88461, -7.63099, -0.10152], [-0.26114, -5.92138, 0.67379], [-0.85577, -3.53531, 0.59547], [-4.96494, -2.29444, 1.78989], [-7.36495, -1.90396, 1.67676], [-8.47395, -1.52912, -0.50343], [-7.12862, -1.54877, -2.58121], [-4.70195, -1.91032, -2.48146]], "orbital_gap_ha": 0.280, "homo_ha": -0.3803, "e_lumo_ev": -2.74, "total_energy_ev": -91218.2844, "total_charge": 1, "fmax_ev_per_a": 1.062, "spin_multiplicity": 1, "de_lowest_kcal_mol": 0.0}

=====

(2)
{"formula": "C54H59BBrFGeN2O5Pt", "method": "ωB97M-V/def2-TZVPD", "symbols": ["Pt", "C", "C", "C", "C", "C", "C", "C", "Br", "C", "O", "C", "C", "C", "C", "C", "C", "H", "H", "H", "H", "H", "H", "H", "H", "H", "H", "H", "H", "H", "H", "H", "H", "H", "H", "H", "H", "O", "C", "N", "C", "O", "C", "C", "C", "C", "N", "C", "H", "H", "H", "H", "H", "H", "H", "H", "F", "C", "C", "C", "C", "C", "C", "H", "H", "H", "H", "C", "Ge", "C", "C", "C", "C", "C", "C", "C", "C", "C", "C", "C", "C", "C", "C", "C", "C", "H", "H", "H", "H", "H", "H", "H", "H", "H", "H", "H", "H", "H", "H", "H", "C", "C", "C", "C", "C", "C", "C", "C", "O", "B", "O", "C", "C", "H", "H", "H", "H", "H", "H", "H", "H", "H", "H", "H", "H"], "coordinates": [[-0.87251, 0.34213, 1.53632], [1.61685, 6.61223, -3.09231], [0.17510, 6.07213, -3.04569], [-0.71857, 7.12892, -2.39273], [-0.32712, 5.81842, -4.47752], [0.17405, 4.76612, -2.27871], [-0.55268, 4.58314, -1.09614], [-0.49932, 3.37944, -0.46033], [-1.51224, 3.16461, 1.13166], [0.27481, 2.24502, -0.91216], [0.23101, 1.13569, -0.31524], [1.06257, 2.46772, -2.12160], [0.94787, 3.68969, -2.74127], [2.00725, 1.45382, -2.78033], [1.44742, 1.09864, -4.16909], [2.21533, 0.14852, -2.01403], [3.39290, 2.11070, -2.93275], [1.62881, 7.57345, -3.60666], [2.28806, 5.93652, -3.62274], [2.00492, 6.75663, -2.08251], [-0.68491, 8.04398, -2.98286], [-0.37567, 7.37185, -1.38525], [-1.75868, 6.80076, -2.34645], [-0.32763, 6.75648, -5.03307], [-1.34512, 5.42505, -4.46492], [0.30628, 5.11087, -5.01309], [-1.15858, 5.37251, -0.67642], [1.50636, 3.83875, -3.65434], [0.46727, 0.62502, -4.07937], [2.11942, 0.39510, -4.66208], [1.34796, 1.97659, -4.80884], [1.29969, -0.43164, -1.95047], [2.58608, 0.33465, -1.00601], [2.95471, -0.45765, -2.54038], [3.37061, 2.99540, -3.56895], [4.08505, 1.39785, -3.38157], [3.78527, 2.40254, -1.95680], [-6.27220, 2.31598, -3.25619], [-6.94796, 2.20576, -2.02788], [-6.03988, 1.54212, -1.11856], [-6.34372, 1.52138, 0.19546], [-7.35091, 2.04819, 0.63492], [-5.37863, 0.85562, 1.13182], [-5.89695, 0.39628, 2.34118], [-5.03216, -0.10640, 3.29203], [-3.67813, -0.12596, 3.01902], [-3.17399, 0.31996, 1.86497], [-4.00922, 0.78644, 0.92987], [-6.82922, 2.80418, -3.86917], [-7.87579, 1.62948, -2.12752], [-7.20330, 3.18048, -1.60317], [-5.30977, 0.97625, -1.52890], [-6.96256, 0.46837, 2.51214], [-5.39183, -0.46054, 4.24800], [-2.96937, -0.49444, 3.73887], [-3.55577, 1.16317, 0.02094], [-2.15678, 2.82005, 6.87247], [-1.51267, 2.15979, 5.91086], [-1.62799, 0.78105, 5.85547], [-0.96803, 0.10236, 4.85017], [-0.18265, 0.78214, 3.90238], [-0.05370, 2.17596, 4.03336], [-0.72522, 2.86985, 5.02015], [-2.20371, 0.26153, 6.61039], [-1.00803, -0.98020, 4.81243], [0.61912, 2.70374, 3.36975], [-0.62628, 3.94143, 5.13053], [-2.51312, -3.09215, 1.35785], [-1.42752, -1.75062, 0.38851], [-2.46183, -1.33894, -1.26778], [-3.70893, -1.90634, -1.51820], [-4.37169, -1.64874, -2.71325], [-3.80652, -0.80417, -3.65986], [-2.57285, -0.22003, -3.41100], [-1.90661, -0.49109, -2.22421], [0.23668, -2.64008, -0.19550], [1.42457, -2.08819, 0.25939], [2.63554, -2.77177, 0.17677], [2.67198, -4.02336, -0.39446], [1.50348, -4.61007, -0.91971], [1.52602, -5.88473, -1.51869], [0.39786, -6.41965, -2.09686], [-0.79295, -5.69109, -2.10557], [-0.85503, -4.45072, -1.50792], [0.26550, -3.89114, -0.86606], [-2.53474, -3.99746, 0.75218], [-3.53237, -2.73793, 1.51676], [-2.07534, -3.33249, 2.32640], [-4.15994, -2.58027, -0.79834], [-5.32981, -2.11572, -2.90840], [-4.32964, -0.59781, -4.58195], [-2.12530, 0.43718, -4.14700], [-0.93380, -0.05080, -2.03884], [1.38371, -1.09624, 0.69559], [3.54894, -2.32904, 0.55652], [3.61627, -4.54533, -0.49462], [2.44865, -6.45263, -1.50700], [0.44406, -7.40139, -2.54895], [-1.67570, -6.08739, -2.59039], [-1.76667, -3.87138, -1.57659], [6.43825, -3.58368, 3.95782], [5.38949, -3.95918, 2.89741], [4.62957, -5.19354, 3.38628], [6.09901, -4.31339, 1.58197], [4.46439, -2.76194, 2.68869], [4.98806, -1.57949, 2.14495], [4.24187, -0.41906, 1.99589], [2.92822, -0.46404, 2.41362], [1.99329, 0.53378, 2.46398], [0.85154, -0.04435, 3.04561], [1.09078, -1.40188, 3.30625], [2.38431, -1.63545, 2.93034], [3.12592, -2.78961, 3.07592], [7.07837, -4.44237, 4.17013], [5.95400, -3.27792, 4.88679], [7.07265, -2.76405, 3.61854], [5.31731, -6.03543, 3.47054], [3.83897, -5.47550, 2.68764], [4.19179, -5.02481, 4.37155], [6.71678, -5.20213, 1.72194], [6.75085, -3.50831, 1.24432], [5.37017, -4.52142, 0.79590], [6.02676, -1.55163, 1.84415], [4.67615, 0.48543, 1.59062], [2.66329, -3.67411, 3.48926]], "orbital_gap_ha": [0.226, 0.180], "homo_ha": [-0.3623, -0.3623], "e_lumo_ev": [-3.71, -4.96], "total_energy_ev": -203369.5604, "total_charge": 1, "fmax_ev_per_a": 2.179, "spin_multiplicity": 2, "de_lowest_kcal_mol": 1.5}